Entry 1:
The following is a DFT calculation (ωB97M-V/def2-TZVPD) of the molecule C3H2N2O3 at a distorted geometry.

```
10
Properties=species:S:1:pos:R:3:forces:R:3:mulliken_charge:R:1
O -1.452 1.601 0.108 -0.08 0.31 0.04 -0.516
C -0.506 0.874 0.012 -0.28 -3.01 -0.34 0.644
C 0.878 1.211 -0.103 -0.01 2.05 0.24 -0.105
N 1.893 0.458 -0.035 1.06 -0.97 0.37 -0.274
O 1.760 -0.891 0.124 -1.86 0.79 -0.81 -0.074
N 0.455 -1.449 -0.019 0.60 0.49 0.47 -0.431
C -0.562 -0.659 -0.042 -0.62 0.01 0.39 0.445
O -1.792 -1.216 -0.061 0.64 -1.79 0.48 -0.457
H 1.041 2.288 -0.138 0.53 -0.19 -0.20 0.386
H -1.714 -2.216 0.155 0.01 2.30 -0.64 0.381
```
Positions in Å, forces in eV/Å.

Summary:
orbital gap = 0.35007 hartree
SMILES = O=c1cnonc1O
E_tot = -12262.0387 eV
max |F| = 3.0 eV Å⁻¹
energy relative to the best compared isomer or geometry (same formula, charge and spin) = 477.0 kJ/mol

Entry 2:
The following is a DFT calculation (ωB97M-V/def2-TZVPD) of a structure of composition CHBr2P at a distorted geometry.

```
5
Properties=species:S:1:pos:R:3:forces:R:3:mulliken_charge:R:1
C 2.676 0.109 0.661 -3.65 0.23 -1.45 -0.171
P 0.409 1.046 0.072 2.93 0.36 1.14 0.157
Br 4.008 1.174 -0.037 0.44 0.18 0.04 0.020
Br 2.538 -1.669 -0.051 0.49 0.31 0.41 -0.047
H -0.122 -0.176 -0.254 -0.20 -1.07 -0.14 0.042
```
Positions in Å, forces in eV/Å.

Summary:
orbital gap (spin up / spin down) = 0.27000 / 0.24636 hartree
E_tot = -150421.6816 eV
max |F| = 3.9 eV Å⁻¹
energy relative to the best compared isomer or geometry (same formula, charge and spin) = 325.5 kJ/mol

> The highest E_tot belongs to which entry?

C3H2N2O3

> Number 2 is which compound?

CHBr2P

What did the first record say?
The following is a DFT calculation (ωB97M-V/def2-TZVPD) of the molecule C3H2N2O3 at a distorted geometry.

```
10
Properties=species:S:1:pos:R:3:forces:R:3:mulliken_charge:R:1
O -1.452 1.601 0.108 -0.08 0.31 0.04 -0.516
C -0.506 0.874 0.012 -0.28 -3.01 -0.34 0.644
C 0.878 1.211 -0.103 -0.01 2.05 0.24 -0.105
N 1.893 0.458 -0.035 1.06 -0.97 0.37 -0.274
O 1.760 -0.891 0.124 -1.86 0.79 -0.81 -0.074
N 0.455 -1.449 -0.019 0.60 0.49 0.47 -0.431
C -0.562 -0.659 -0.042 -0.62 0.01 0.39 0.445
O -1.792 -1.216 -0.061 0.64 -1.79 0.48 -0.457
H 1.041 2.288 -0.138 0.53 -0.19 -0.20 0.386
H -1.714 -2.216 0.155 0.01 2.30 -0.64 0.381
```
Positions in Å, forces in eV/Å.

Summary:
orbital gap = 0.35007 hartree
SMILES = O=c1cnonc1O
E_tot = -12262.0387 eV
max |F| = 3.0 eV Å⁻¹
energy relative to the best compared isomer or geometry (same formula, charge and spin) = 477.0 kJ/mol